No. 1
ORCA calculation (ωB97M-V/def2-TZVPD) on a molecular structure, C5H8O.

ΔE to the lowest compared entry with this formula, charge and spin	121.8	kcal/mol
total energy	-270.3638	Ha
frontier orbital gap	9.118	eV

Structure (ORCA input):
```
! RIJCOSX wB97M-V def2-TZVPD def2/J DEFGRID3
* xyz 0 1
O -0.5467 -0.5491 0.3463
C 1.6709 0.7169 0.6858
C -0.3569 -1.4179 -1.1645
C 0.9023 -0.1896 -0.2043
C 0.9756 -0.9104 -1.3032
C -1.4716 0.5324 0.3705
H 2.6697 0.8514 0.2592
H -1.2162 1.1926 1.2048
H -0.5353 -2.4507 -0.8521
H 1.2104 1.7094 0.7786
H 1.7805 0.2948 1.6916
H -2.4764 0.1310 0.5272
H -1.1735 -1.0080 -1.7688
H -1.4328 1.0971 -0.5712
*
```

These are the Löwdin partial charges, in e, on atoms 1 to 4: atom 1 (O): -0.213, atom 2 (C): -0.058, atom 3 (C): -0.030, atom 4 (C): -0.324



No. 2
ORCA calculation (ωB97M-V/def2-TZVPD) on 3 unconnected molecules or ions with the total composition C2H9N2O in a non-equilibrium geometry.

ΔE to the lowest compared entry with this formula, charge and spin	172.2	kcal/mol
total energy	-265.8773	Ha
frontier orbital gap	5.695	eV

Structure (ORCA input):
```
! RIJCOSX wB97M-V def2-TZVPD def2/J DEFGRID3
* xyz 1 1
O -1.8918 -1.2160 -0.4873
N -0.7467 1.3552 -0.2510
N 0.7414 -0.2016 0.3723
C 0.4719 0.9105 -0.3152
C 1.9476 -0.8604 0.0720
H -1.8036 -0.2718 -0.3351
H 2.7905 -0.1506 0.1305
H -0.2231 1.4329 3.3603
H -2.8185 -1.4683 -0.4242
H -0.7731 1.4691 3.8154
H -0.8377 2.2377 -0.7867
H 2.0916 -1.6750 0.7714
H 1.2417 1.3973 -0.9208
H 1.9737 -1.2434 -0.9626
*
```

These are the Löwdin partial charges, in e, on atoms 1 to 4: atom 1 (O): -0.030, atom 2 (N): 0.293, atom 3 (N): 0.218, atom 4 (C): -0.217



No. 3
ORCA calculation (ωB97M-V/def2-TZVPD) on 2 unconnected molecules or ions with the total composition C5H9FO2 in a non-equilibrium geometry.

expectation value of S²	2.006
total energy	-446.0279	Ha
frontier orbital gap (spin up / spin down)	5.929 / 6.559	eV

Structure (ORCA input):
```
! RIJCOSX wB97M-V def2-TZVPD def2/J DEFGRID3
* xyz 0 3
F -0.6383 -1.0270 1.9157
O -2.3439 0.4388 -1.6960
O -0.2148 0.6955 -1.2502
C 0.5154 -0.5401 2.4307
C 0.5566 0.3068 3.4627
C 1.6773 -1.0324 1.6025
C -0.9400 0.6347 -3.6410
C -1.0521 0.5692 -2.1027
H 0.0871 0.1784 -3.7560
H 1.5965 0.4830 3.8160
H -0.2636 0.4607 4.1371
H -2.3514 0.6699 -0.7835
H 2.6311 -0.4518 1.5053
H 1.9623 -1.9871 1.9798
H 1.4663 -1.0276 0.5692
H -1.5754 -0.0231 -4.1790
H -1.1131 1.6522 -4.0106
*
```

These are the Löwdin partial charges, in e, on atoms 1 to 4: atom 1 (F): 0.030, atom 2 (O): 0.087, atom 3 (O): 0.236, atom 4 (C): -0.404



No. 4
ORCA calculation (ωB97M-V/def2-TZVPD) on a molecular structure, C26H28ErN2S2Si in a non-equilibrium geometry.

expectation value of S²	3.939
total energy	-3217.5298	Ha
frontier orbital gap (spin up / spin down)	6.959 / 4.655	eV

Structure (ORCA input):
```
! RIJCOSX wB97M-V def2-TZVPD def2/J DEFGRID3
* xyz 1 4
Er -1.0598 -0.0483 1.9578
S -1.4546 -0.1198 6.7433
S 1.4780 -4.2087 2.5620
Si -0.5828 -0.7333 -2.9812
N -1.2129 -0.2193 4.2229
N 0.3607 -1.8839 2.3570
C -2.4160 3.4116 -4.1122
C -1.0390 1.5217 -4.8408
C -0.5323 2.3918 2.0497
C -2.4222 1.3518 -2.8305
C 1.1943 0.8452 1.9028
C 3.3146 -2.1209 -3.4838
C -0.5885 -1.4038 4.6748
C 0.6249 -3.5341 3.9379
C 1.8217 -2.5043 0.3777
C -2.3460 1.8729 4.8636
C -1.5830 2.8046 -5.0613
C 0.4896 1.7110 2.7947
C -1.6856 0.5890 5.1749
C -1.4151 0.8266 -3.6754
C 1.1490 -2.7385 1.6887
C 4.0738 -0.9392 -3.4405
C 2.0553 0.3787 -3.1729
C -0.7099 -1.5098 6.0417
C 0.6391 1.0402 0.5932
C -0.4883 1.9261 0.6975
C 3.4442 0.3017 -3.2967
C 1.9224 -2.0440 -3.3310
C 0.0743 -2.2932 3.7065
C -2.8520 2.6713 -3.0067
C -1.3121 -0.9606 -0.4278
C 1.2857 -0.7876 -3.1890
H -3.5030 3.1178 -2.2489
H -0.3057 -1.1365 0.0700
H -1.7927 -1.9181 -0.6579
H 4.0149 1.2265 -3.3074
H -1.6121 2.6756 4.7684
H -1.1539 3.2039 2.4180
H -0.4506 0.1496 -1.7138
H 1.3040 -2.9487 -3.4219
H 2.8330 -2.9243 0.4955
H -2.8171 0.7426 -2.0006
H -1.3212 3.3497 -5.9724
H 1.9913 0.1513 2.1887
H 1.9388 -1.4332 0.1256
H -0.3281 1.1010 -5.5586
H -0.8435 -1.6359 -4.1169
H 0.5423 -4.0418 4.8879
H -1.1885 2.1940 -0.0982
H 1.0536 0.6351 -0.3300
H 1.5364 1.3311 -3.1493
H -3.0237 2.1628 5.6613
H 3.7967 -3.0962 -3.6611
H -2.0291 -0.2317 -0.0123
H -2.7933 4.4209 -4.2552
H -2.9120 1.7950 3.9370
H 1.2924 -3.0420 -0.4376
H 0.7360 1.9009 3.8507
H -0.3501 -2.3537 6.5969
H 5.1578 -0.9905 -3.5547
*
```

These are the Löwdin partial charges, in e, on atoms 1 to 4: atom 1 (Er): 1.063, atom 2 (S): 1.118, atom 3 (S): 1.112, atom 4 (Si): 0.782